# 1
DFT (wB97M-V/def2-TZVPD) results for a gas-phase ion, C3H5N4 (charge -1).

Last column: Löwdin charge in e.
Atoms and positions in Å:
C -0.487 0.353 0.641  -0.528
N -0.611 1.999 1.925  -0.209
C 1.054 -0.675 -1.167  -0.131
H -0.839 -1.486 -0.667  0.104
H 1.043 -1.265 -2.120  0.059
H -0.954 0.077 -1.296  0.046
N -0.462 1.703 0.672  -0.051
H 1.329 -1.273 -0.355  0.035
H 1.677 0.234 -1.464  0.087
N -0.652 -0.156 1.821  -0.027
C -0.380 -0.475 -0.648  -0.232
N -0.717 0.963 2.659  -0.154

Atoms 1-6, force components in eV/Å:
0.1508 -0.6605 -1.2386
0.0584 1.6640 0.9854
-0.6937 0.9852 -2.0711
0.1538 0.6126 0.8424
-0.0972 0.0684 0.8143
-1.3522 1.3249 -2.0334

Output
molar mass = 97.1 g mol⁻¹
total charge = -1
total energy = -9152.228 eV
orbital gap = 8.7 eV
LUMO level = 4.112 eV

=====

# 2
DFT (wB97M-V/def2-TZVPD) results for a molecular structure, C24H26As2N3RuSSe.

Last column: Löwdin charge in e.
Atoms and positions in Å:
C -2.752 2.445 -1.066  -0.301
C -0.256 -2.807 2.526  -0.273
C 0.728 0.484 -5.487  -0.044
C 0.900 0.907 -6.795  -0.088
C 2.325 -0.455 4.695  -0.129
H -1.001 -3.440 3.006  0.026
H -2.322 2.827 -1.991  0.026
C 1.153 0.251 -1.951  -0.230
C -2.409 -0.315 -2.112  -0.294
H 5.674 1.868 3.730  0.087
C -3.367 -1.710 2.379  -0.106
C 2.581 2.463 -6.075  -0.086
N 1.442 -0.193 3.736  0.034
H -5.106 -1.476 3.611  0.105
Ru 0.884 -0.386 -0.014  0.627
As -1.794 0.798 -0.625  1.060
C 3.619 1.421 4.077  -0.329
H -5.683 0.735 2.654  0.106
C 3.445 0.321 4.910  -0.019
S 0.548 1.246 1.692  0.502
H -2.270 -4.160 0.531  0.032
H -3.815 2.260 -1.216  0.027
H -2.030 -3.314 -1.015  0.016
H -1.849 -1.249 -2.119  -0.003
C -2.913 0.070 0.808  -0.425
H -2.188 0.213 -3.039  0.022
C 2.415 2.045 -4.765  -0.038
H -2.603 3.181 -0.279  0.029
H 0.041 -1.982 3.171  -0.001
H 2.122 -1.326 5.310  0.112
H 3.306 3.235 -6.303  0.102
As -0.924 -2.055 0.874  1.071
C 1.484 1.050 -4.457  -0.265
N 2.738 1.697 3.115  0.098
H -4.313 1.701 0.873  0.085
C -4.494 -1.041 2.832  -0.079
H 0.013 -0.292 -5.250  0.110
H 4.601 3.270 3.696  0.079
H 5.050 2.515 5.246  0.079
H 4.152 0.090 5.694  0.110
H 3.001 2.481 -3.968  0.115
H -3.107 -2.666 2.818  0.094
C 1.701 0.876 2.981  -0.855
C -4.035 0.740 1.284  -0.103
C -4.818 0.194 2.292  -0.077
C 2.465 -2.567 0.055  -0.924
H -0.689 -4.244 -0.307  0.009
C -1.553 -3.620 -0.087  -0.270
C 4.804 2.329 4.201  -0.030
H -3.477 -0.515 -2.041  0.034
C 1.304 0.619 -3.104  -0.142
Se 3.286 -1.098 0.769  0.558
H 0.621 -3.401 2.273  0.025
C -2.567 -1.156 1.387  -0.412
N 1.836 -3.446 -0.368  0.037
C 1.826 1.897 -7.093  -0.094
H 1.960 2.226 -8.115  0.100
H 0.311 0.459 -7.585  0.101

Atoms 1-6, force components in eV/Å:
0.0395 -0.0353 -0.0073
-0.0769 -0.0710 -0.0030
0.0036 -0.0031 0.0155
-0.0023 0.0012 -0.0078
0.0124 0.0047 -0.0126
0.0013 -0.0027 -0.0197

Output
molar mass = 718.4 g mol⁻¹
total charge = 0
ΔE to the lowest compared entry with this formula, charge and spin = 0.00 kcal/mol
total energy = -230216.954 eV
multiplicity = 6
orbital gap (spin up / spin down) = 7.9 / 6.5 eV
LUMO level (spin up / spin down) = 0.621 / -1.484 eV
expectation value of S² = 8.78

=====

# 3
DFT (wB97M-V/def2-TZVPD) results for a molecular structure, C25H35FGaN5OS.

Last column: Löwdin charge in e.
Atoms and positions in Å:
H -2.807 1.918 -4.042  0.134
H -3.095 1.344 5.500  0.138
C 2.853 -0.428 2.642  -0.051
H 0.028 -4.951 -0.578  0.121
C -2.056 2.934 -2.445  -0.728
H 1.310 1.866 2.448  0.077
H 4.471 -0.736 -3.319  0.125
H -2.411 -4.754 -0.912  0.118
H 1.342 2.029 0.679  0.037
O -1.860 -0.086 6.340  -0.098
C 1.868 -0.751 -3.646  -0.343
F -2.039 -0.229 -1.248  -0.001
H 1.146 -2.322 -4.944  0.091
C -2.184 -1.068 5.383  -0.170
C 1.867 1.596 1.549  -0.045
H -1.272 1.365 -3.466  0.061
H 4.751 -0.127 0.884  0.116
H -2.080 -2.039 5.864  0.144
H -4.656 4.852 -3.147  0.107
H -0.209 -0.205 -3.374  0.051
H -3.220 -0.949 5.045  0.138
H 1.114 -0.423 1.424  0.104
C -1.096 1.491 4.694  -0.063
H 2.612 -0.487 -4.401  0.134
C 0.677 0.179 -3.890  -0.076
H -1.866 1.913 6.651  0.145
C -1.516 -1.551 -1.079  -0.171
H 0.663 -2.532 -3.262  0.063
C 1.988 -0.373 -1.068  -0.171
C -0.415 -3.975 -0.718  -0.048
N -2.991 3.854 -2.408  -0.008
H -0.210 -1.203 4.511  0.137
H 2.265 -0.279 3.550  0.073
Ga -0.527 1.011 -0.461  0.349
C -2.369 -2.619 -1.089  0.007
S -0.738 3.094 -1.287  0.842
N -2.065 1.983 -3.360  0.187
N -1.340 0.872 1.287  0.222
H 3.075 -1.490 2.549  0.097
C -0.141 -1.590 -0.908  -0.251
C -1.279 0.653 2.431  -0.149
H 3.794 0.105 2.785  0.085
C 2.590 -0.557 -2.320  -0.120
H -3.622 4.147 -4.397  0.108
H -0.064 1.457 5.048  0.140
C 0.407 -2.857 -0.712  -0.001
C 4.141 -0.247 0.000  -0.013
H 2.826 2.114 1.576  0.110
C 3.983 -0.591 -2.363  -0.013
C -4.051 3.989 -3.406  -0.016
H -3.431 -2.486 -1.239  0.132
C -1.789 -3.870 -0.905  -0.055
C 2.756 -0.208 0.097  -0.140
C -1.233 -0.986 4.199  -0.058
C -2.059 1.216 5.837  -0.170
C 4.753 -0.446 -1.225  -0.036
H 0.904 1.196 -3.553  0.085
H 1.478 -2.954 -0.587  0.134
H 2.324 -2.874 -3.753  0.094
H -1.525 -1.663 3.398  0.141
C 1.476 -2.207 -3.910  -0.034
H 0.456 0.212 -4.959  0.098
H -4.692 3.108 -3.407  0.104
C 2.085 0.083 1.426  -0.377
H -1.291 2.451 4.219  0.141
N -1.261 0.411 3.683  -0.027
N 0.555 -0.383 -0.951  -0.019
H -2.931 4.535 -1.665  0.144
H 5.832 -0.482 -1.294  0.119

Atoms 1-6, force components in eV/Å:
0.0090 -0.0006 -0.0012
0.0030 0.0025 0.0040
0.0073 -0.0048 0.0059
-0.0002 -0.0027 0.0009
0.0688 -0.0014 0.0126
0.0028 0.0092 0.0090

Output
molar mass = 542.4 g mol⁻¹
total charge = +2
ΔE to the lowest compared entry with this formula, charge and spin = 0.00 kcal/mol
total energy = -101907.220 eV
orbital gap = 7.9 eV
LUMO level = -5.584 eV

=====

Record-wise strongest force on any atom values, in eV/A: 2.8 0.4 0.2